(1)
Below is one molecule with the formula C23H25N3O3, with properties calculated with wB97M-V/def2-TZVPD.

The calculation puts the HOMO energy at -8.0 eV. The lowest unoccupied orbital energy comes out at 0.61 eV. As for the orbital gap: 8.6 eV. As for the spin multiplicity: 1. For the molar mass, the calculation gives 391.5 Da.

Geometry as XYZ:
```
54
C23H25N3O3 (wB97M-V/def2-TZVPD)
C 4.7825 3.3126 -1.9081
C 4.4507 2.0850 -1.1233
N 3.9954 2.2669 0.1146
C 3.7094 1.2037 0.8416
N 3.8363 -0.0522 0.4219
C 4.2713 -0.2435 -0.8101
C 4.6094 0.8144 -1.6540
H 4.9697 0.6359 -2.6526
O 4.3617 -1.5068 -1.2719
C 4.0458 -2.5164 -0.3276
H 4.1445 -3.4623 -0.8668
H 4.7477 -2.4965 0.5115
C 2.6298 -2.3961 0.2522
O 2.3705 -2.7845 1.3677
N 1.7469 -1.8835 -0.6397
C 0.4104 -1.5168 -0.4390
C -0.2961 -1.8384 0.7179
C -1.6092 -1.4465 0.8519
C -2.2567 -0.7317 -0.1578
C -1.5507 -0.4113 -1.3120
C -0.2299 -0.8029 -1.4441
H 0.3086 -0.5447 -2.3459
H -2.0105 0.1427 -2.1152
O -3.5554 -0.4076 0.0838
C -4.2770 0.2952 -0.9045
C -5.7001 0.4758 -0.4443
C -6.4102 1.6165 -0.7938
C -7.7269 1.7691 -0.3971
C -8.3429 0.7867 0.3592
C -7.6373 -0.3502 0.7145
C -6.3236 -0.5079 0.3110
H -5.7676 -1.3902 0.5874
H -8.1128 -1.1187 1.3061
H -9.3694 0.9084 0.6720
H -8.2714 2.6596 -0.6750
H -5.9308 2.3883 -1.3795
H -4.2739 -0.2732 -1.8496
H -3.8164 1.2758 -1.0923
H -2.1653 -1.6873 1.7436
H 0.1912 -2.3897 1.5038
H 2.1268 -1.6098 -1.5372
C 3.1954 1.3926 2.2398
C 1.8521 0.6730 2.3920
H 1.9687 -0.3875 2.1920
H 1.1201 1.0817 1.6978
H 1.4773 0.7988 3.4045
C 3.0835 2.8688 2.6009
H 2.3684 3.3599 1.9467
H 2.7513 2.9759 3.6306
H 4.0438 3.3630 2.4849
H 3.9144 0.9060 2.9093
H 4.2859 3.2924 -2.8759
H 5.8565 3.3620 -2.0805
H 4.4709 4.1923 -1.3534
```

Here are the Mulliken charges for atoms 1 to 4, given in e: C -1.260; C 0.828; N -0.358; C -0.399

***

(2)
Below is C2H3ClF12O2P2Pd as an isolated structure in a non-equilibrium geometry, with properties calculated with wB97M-V/def2-TZVPD.

The calculation puts the HOMO energy (spin up / spin down) at -3.2 / -3.1 eV. The lowest unoccupied orbital energy (spin up / spin down) comes out at 5.28 / 4.83 eV. As for the orbital gap (spin up / spin down): 8.5 / 7.9 eV. As for the spin multiplicity: 3. Its expectation value of S² is 2.003. Its net charge is -2. For the molar mass, the calculation gives 490.8 Da.

Geometry as XYZ:
```
23
C2H3ClF12O2P2Pd (wB97M-V/def2-TZVPD)
Pd -0.0322 0.1399 -1.0907
C 2.3931 -3.0675 0.2919
C 1.5132 -1.8792 -0.1429
O 1.1153 -0.9779 0.6028
O 1.3089 -1.6584 -1.3229
H 1.9812 -3.6144 1.1400
H 3.3403 -2.6937 0.6808
H 2.4902 -3.8051 -0.5048
Cl -0.6385 0.9963 -3.3903
P 0.9552 2.9068 0.2058
F 2.4914 3.3140 0.4604
F 0.8172 2.0673 1.6454
F 0.3621 4.3129 0.9036
F -0.5549 2.3964 -0.1652
F 0.9363 3.6223 -1.2205
F 1.5343 1.5837 -0.5243
P -2.8912 -0.5110 0.3665
F -2.0570 -1.1883 -0.7821
F -2.5313 -1.7803 1.3701
F -1.4417 0.1466 0.7649
F -3.7015 0.3121 1.6127
F -3.2239 0.6818 -0.6963
F -4.1664 -1.3043 -0.2048
```

Here are the Mulliken charges for atoms 1 to 4, given in e: Pd 1.274; C -1.121; C 1.142; O -0.645

***

(3)
Below is C20H32Cl3N6O2RbSi as an isolated structure in a non-equilibrium geometry, with properties calculated with wB97M-V/def2-TZVPD.

The calculation puts the HOMO energy at -5.7 eV. The lowest unoccupied orbital energy comes out at -0.52 eV. As for the orbital gap: 5.2 eV. As for the spin multiplicity: 1. For the molar mass, the calculation gives 608.4 Da.

Geometry as XYZ:
```
65
C20H32Cl3N6O2RbSi (wB97M-V/def2-TZVPD)
Rb 1.1979 0.2836 0.0033
C 1.0229 3.9866 1.2757
C 2.1444 3.4523 2.1493
N 1.8441 2.1792 2.8003
C 0.7794 2.0880 3.7782
C -0.5982 2.5086 3.3504
N -1.0285 1.8172 2.1292
C -1.8607 2.5875 1.2352
C -1.0574 3.4453 0.2170
N 0.3812 3.1612 0.2462
H 1.3765 4.9099 0.7750
H 0.2221 4.3926 1.9577
H 2.5190 4.2168 2.8480
H 3.0323 3.3796 1.5121
H 2.6257 1.5529 2.8570
H 1.0144 2.7197 4.6206
H 0.7982 1.0853 4.2214
H -0.7188 3.5908 3.3039
H -1.2789 2.2369 4.1628
H -1.5941 1.0423 2.4474
H -2.5463 3.2496 1.8634
H -2.4592 1.9644 0.5318
H -1.2273 4.5183 0.4758
H -1.4173 3.2185 -0.7783
H 0.7776 3.2779 -0.6547
C 3.1826 3.3656 -2.7222
C 3.7573 2.1312 -2.0235
C 5.0406 1.4963 -2.6232
O 3.1984 1.6184 -1.0639
H 2.8657 4.1423 -1.9890
H 2.3012 3.2136 -3.3562
H 3.8978 3.8008 -3.4103
H 5.1422 1.8337 -3.6534
H 4.9321 0.4080 -2.6352
H 6.0217 1.7487 -2.1342
C 4.1606 -1.4728 1.8707
O 2.9670 -0.7703 2.2322
H 3.9927 -2.1885 0.9778
H 4.6462 -1.9806 2.6866
H 4.8876 -0.7336 1.5180
H 2.4009 -1.3629 2.7570
N -5.3609 -8.2600 -2.6002
C -5.0667 -7.1473 -2.4578
C -4.5698 -5.8157 -2.4098
C -4.0604 -5.4172 -1.1603
C -3.5160 -4.1414 -1.0180
C -3.2865 -3.3742 -2.1905
C -3.7835 -3.8154 -3.4344
C -4.4639 -5.0724 -3.5747
N -2.5337 -2.1486 -2.1736
C -2.4040 -1.1169 -3.1153
C -1.4805 -0.2304 -2.6274
N -0.9593 -0.6792 -1.4732
C -1.5850 -1.8507 -1.2690
H -4.2019 -6.0952 -0.2918
H -3.2150 -3.7802 -0.0179
H -3.5763 -3.1766 -4.3420
H -4.9064 -5.4863 -4.5037
H -3.1393 -1.0019 -3.9341
H -1.0866 0.6485 -3.1209
H -1.3659 -2.4761 -0.4291
Cl 0.2614 -5.2194 4.2059
Si -0.7648 -3.5490 3.6065
Cl -2.4981 -4.2859 2.6404
Cl 0.2196 -2.6235 1.9309
```

Here are the Mulliken charges for atoms 1 to 4, given in e: Rb 0.749; C -0.655; C -1.027; N 0.126

***

no.,energy (Ha)
1,-1281.4693
2,-2698.1892
3,-2954.5270